# 1
A structure of composition C20H24CrN2O4P2 at a distorted geometry. Source: the OMol25 dataset; level of theory: ωB97M-V with the def2-TZVPD basis set.

Last column: Mulliken spin population.
Geometry (Å):
1 C 0.4624 4.2693 -2.9020  0.01
2 C -0.4451 3.6065 -2.0928  -0.05
3 C -1.3963 2.7154 -2.6824  0.02
4 C -1.2991 2.4078 -4.0905  0.00
5 C -0.3490 3.1183 -4.8704  0.00
6 C 0.5026 4.0349 -4.2853  0.00
7 C -2.1469 1.4058 -4.5767  0.01
8 C -3.0388 0.7114 -3.7511  -0.01
9 C -3.0731 1.0986 -2.3607  0.01
10 C -3.8769 0.3511 -1.4430  -0.03
11 C -4.6738 -0.6786 -1.9123  0.01
12 C -4.6953 -1.0144 -3.2747  0.00
13 C -3.8938 -0.3414 -4.1768  0.00
14 H 1.1654 4.9631 -2.4491  0.00
15 H -0.3289 2.9174 -5.9378  0.00
16 H 1.2122 4.5789 -4.8950  0.00
17 H -2.1026 1.1474 -5.6295  0.00
18 H -5.2843 -1.2305 -1.2034  0.00
19 H -5.3538 -1.8046 -3.6150  0.00
20 H -3.8942 -0.5888 -5.2349  0.00
21 N -2.3186 2.1187 -1.8942  0.06
22 Cr -0.2445 0.3632 0.0904  3.45
23 C -0.4417 3.7272 -0.5834  0.05
24 H -1.4688 3.5899 -0.2174  0.00
25 H -0.0413 4.6996 -0.2647  0.00
26 C -3.7696 0.6953 0.0240  0.03
27 H -3.5573 1.7725 0.1150  -0.01
28 H -4.6744 0.3941 0.5758  0.00
29 P 0.4858 2.3739 0.2370  -0.14
30 P -2.2999 -0.0717 0.8309  -0.26
31 C -2.7872 -1.8166 1.0181  0.02
32 H -2.0027 -2.3228 1.6023  0.00
33 H -3.7625 -1.8942 1.5272  0.00
34 H -2.8267 -2.2799 0.0240  0.00
35 C -2.4260 0.5674 2.5391  0.03
36 H -3.4137 0.3312 2.9631  0.00
37 H -1.6374 0.0881 3.1374  0.00
38 H -2.2619 1.6533 2.5481  0.00
39 C 2.1989 2.6405 -0.3016  0.00
40 H 2.5232 3.6794 -0.1427  0.00
41 H 2.8480 1.9574 0.2631  0.00
42 H 2.2810 2.3828 -1.3619  0.00
43 C 0.5444 2.9055 1.9778  0.05
44 H 1.1751 2.1934 2.5255  0.00
45 H 0.9723 3.9125 2.0677  0.00
46 H -0.4565 2.8955 2.4227  -0.01
47 C 0.1232 -1.6246 -0.3219  -0.03
48 O 0.1919 -2.7193 -0.6964  0.02
49 H -0.4444 0.3350 -1.4500  -0.20
50 O 3.3390 -2.1263 1.2142  0.00
51 N 2.1492 -2.1085 1.5653  0.01
52 O 1.6043 -2.7768 2.4530  0.00
53 O 1.4040 -1.1097 0.9609  0.00

Calculated values
* <S²>: 3.834
* energy relative to the best compared isomer or geometry (same formula, charge and spin): 100.8 kJ/mol
* DFT total energy: -79287.538 eV
* LUMO (alpha / beta): -4.885 / -4.345 eV
* charge: +1
* orbital gap (alpha / beta): 0.2228 / 0.2448 Eh
* highest occupied orbital energy (alpha / beta): -0.402 / -0.404 Ha
* 2S+1: 4

---

# 2
A structure of composition C20H24F5ORu at a distorted geometry. Source: the OMol25 dataset; level of theory: ωB97M-V with the def2-TZVPD basis set.

Last column: Mulliken spin population.
Geometry (Å):
1 Ru -0.1032 0.1228 0.1228  3.77
2 C -1.2542 -0.2811 2.4637  0.06
3 C -1.7299 1.0001 2.0890  0.22
4 C -2.5113 0.8491 0.8901  0.05
5 C -2.5301 -0.5266 0.5408  0.08
6 C -1.6967 -1.2214 1.4736  0.27
7 C -1.4578 -2.6913 1.5615  0.00
8 C -3.3242 -1.1158 -0.5746  0.03
9 C -3.2386 1.9409 0.1764  0.00
10 C -1.6301 2.2751 2.8629  0.00
11 C -0.5613 -0.6793 3.7254  -0.01
12 H -0.3877 -2.8899 1.6506  0.01
13 H -1.8378 -3.2055 0.6841  0.00
14 H -1.9447 -3.1075 2.4451  0.01
15 H -3.0379 -2.1476 -0.7537  0.00
16 H -3.1689 -0.5453 -1.4890  0.00
17 H -4.3867 -1.0879 -0.3335  0.01
18 H -2.7050 2.2108 -0.7364  0.01
19 H -3.3149 2.8310 0.7937  0.00
20 H -4.2382 1.6179 -0.1058  0.00
21 H -2.6305 2.5895 3.1668  0.01
22 H -1.2049 3.0768 2.2544  0.01
23 H -1.0243 2.1505 3.7573  0.00
24 H 0.3483 -1.2388 3.5107  0.01
25 H -1.2117 -1.3313 4.3120  0.00
26 H -0.3052 0.1783 4.3410  0.00
27 C 2.2326 1.8568 2.4970  0.00
28 C 2.3109 1.6379 0.9696  -0.01
29 C 3.7597 1.8438 0.4918  0.01
30 C 1.3718 2.6539 0.2604  0.08
31 O 1.8998 0.3698 0.6795  0.26
32 H 2.5102 2.8745 2.7622  0.00
33 H 2.9040 1.1652 2.9972  0.00
34 H 1.2126 1.6524 2.8209  0.00
35 H 4.0947 2.8429 0.7533  0.00
36 H 3.8113 1.7081 -0.5851  0.00
37 H 4.4107 1.1132 0.9633  0.00
38 H 1.4836 3.6566 0.6635  0.01
39 H 0.3146 2.3280 0.3998  -0.03
40 H 1.5927 2.6606 -0.8068  -0.01
41 F 0.0422 -1.7686 -1.5575  0.01
42 C -0.0982 -0.7873 -2.5257  -0.18
43 C -0.5188 0.4637 -2.0782  0.32
44 C -0.6533 1.4149 -3.0844  -0.04
45 F -1.0550 2.6627 -2.7512  -0.01
46 C -0.4024 1.1513 -4.4284  0.00
47 F -0.5621 2.0984 -5.3642  0.00
48 C 0.0213 -0.1165 -4.8094  0.01
49 F 0.2769 -0.3842 -6.0972  0.00
50 C 0.1833 -1.1060 -3.8438  0.00
51 F 0.6039 -2.3276 -4.2055  0.00

Calculated values
* <S²>: 8.766
* DFT total energy: -39341.931 eV
* LUMO (alpha / beta): 0.570 / -1.439 eV
* orbital gap (alpha / beta): 0.2879 / 0.2576 Eh
* highest occupied orbital energy (alpha / beta): -0.267 / -0.310 Ha
* 2S+1: 6

---

# 3
A structure of composition C20H24INOP2Ru at a distorted geometry. Source: the OMol25 dataset; level of theory: ωB97M-V with the def2-TZVPD basis set.

Last column: Mulliken spin population.
Geometry (Å):
1 C -1.5256 3.2730 -1.6391  -0.01
2 C -1.2569 2.0284 -1.0687  -0.03
3 C 0.0934 1.5684 -1.0251  0.07
4 C 1.1218 2.3744 -1.5608  0.08
5 C 0.8370 3.6806 -1.9589  -0.05
6 C -0.4847 4.1173 -2.0402  0.12
7 C 2.5085 1.8333 -1.7707  -0.02
8 C 2.5937 0.3512 -1.5518  0.15
9 C 1.4950 -0.3791 -1.0519  0.10
10 C 1.5103 -1.8039 -1.0932  0.03
11 C 2.6476 -2.4486 -1.5764  -0.03
12 C 3.7843 -1.7172 -1.9337  0.11
13 C 3.7647 -0.3277 -1.8901  -0.05
14 H -2.5670 3.5919 -1.7346  0.00
15 H 1.6595 4.3387 -2.2454  0.00
16 H -0.7115 5.1052 -2.4401  0.00
17 H 2.7801 2.0291 -2.8259  0.03
18 H 2.6430 -3.5370 -1.6560  0.00
19 H 4.6841 -2.2351 -2.2631  0.00
20 H 4.6550 0.2560 -2.1338  0.00
21 N 0.3932 0.2985 -0.5153  0.35
22 Ru -0.1666 -0.1770 1.3728  2.33
23 C -2.3787 1.1559 -0.5420  0.10
24 H -2.4043 0.1735 -1.0401  0.02
25 H -3.3535 1.6458 -0.6783  0.01
26 C 0.2910 -2.5910 -0.6577  0.09
27 H -0.6148 -2.2925 -1.2083  0.01
28 H 0.4548 -3.6673 -0.7967  0.00
29 P -2.2100 0.7971 1.2728  -0.03
30 P -0.1385 -2.3608 1.1315  0.00
31 C 1.1925 -3.2780 1.9489  0.02
32 H 1.0723 -3.1817 3.0346  0.00
33 H 1.1363 -4.3347 1.6501  0.01
34 H 2.1605 -2.8583 1.6433  -0.01
35 C -1.6505 -3.3100 1.4222  0.02
36 H -1.4594 -4.3718 1.2104  0.01
37 H -1.9484 -3.1874 2.4706  0.01
38 H -2.4522 -2.9391 0.7708  0.00
39 C -2.1887 2.4615 1.9933  0.03
40 H -3.1015 3.0015 1.7084  0.01
41 H -2.1166 2.3785 3.0837  0.00
42 H -1.3110 3.0002 1.6150  -0.02
43 C -3.7537 0.0072 1.7951  0.04
44 H -3.7120 -0.1666 2.8790  0.00
45 H -4.6015 0.6645 1.5558  0.01
46 H -3.8748 -0.9579 1.2861  -0.01
47 C 1.5584 0.0432 2.0315  0.03
48 O 2.6659 0.1469 2.3886  0.10
49 H 3.2633 2.3905 -1.2340  0.02
50 I -0.9840 -0.5897 3.8673  0.36

Calculated values
* <S²>: 6.044
* DFT total energy: -53912.747 eV
* LUMO (alpha / beta): -6.403 / -9.792 eV
* charge: +2
* orbital gap (alpha / beta): 0.2808 / 0.1916 Eh
* highest occupied orbital energy (alpha / beta): -0.516 / -0.551 Ha
* 2S+1: 5

---

# 4
The molecule C20H24N2O3. Source: the OMol25 dataset; level of theory: ωB97M-V with the def2-TZVPD basis set.

Last column: Mulliken charge in e.
Geometry (Å):
1 C 1.3947 2.1468 -2.1038  -1.38
2 C 2.4464 1.6583 -1.1569  0.71
3 C 2.9136 2.4531 -0.1181  -0.73
4 C 3.8658 1.9758 0.7636  -0.63
5 C 4.3679 0.6848 0.6608  1.19
6 C 5.3997 0.1787 1.6242  -1.87
7 C 3.8823 -0.1224 -0.3716  -0.27
8 O 4.3338 -1.4254 -0.5285  -0.54
9 C 3.6843 -2.3984 0.2736  -0.65
10 C 2.1758 -2.4689 -0.0058  0.65
11 O 1.6783 -3.3500 -0.6701  -0.65
12 N 1.4980 -1.4386 0.5663  -0.10
13 C 0.1843 -1.0151 0.3170  0.32
14 C -0.7475 -1.7822 -0.3692  -1.37
15 C -2.0220 -1.2990 -0.5926  -0.14
16 C -2.4171 -0.0341 -0.1459  1.12
17 N -3.6653 0.5125 -0.4171  -0.03
18 C -4.6089 -0.1776 -1.2735  -1.01
19 C -5.4987 -1.1304 -0.4650  -0.39
20 O -6.1820 -0.4259 0.5505  -0.41
21 C -5.2774 0.2377 1.4041  -0.56
22 C -4.3857 1.2177 0.6265  -0.67
23 C -1.4591 0.7319 0.5319  -0.64
24 C -0.1903 0.2497 0.7636  -0.49
25 C 2.9497 0.3711 -1.2752  0.07
26 H 0.4297 1.7143 -1.8357  0.18
27 H 1.6246 1.8445 -3.1230  0.37
28 H 1.3080 3.2297 -2.0660  0.39
29 H 2.5348 3.4582 -0.0017  0.37
30 H 4.2311 2.6157 1.5544  0.44
31 H 5.9541 -0.6461 1.1827  0.36
32 H 6.0955 0.9733 1.8843  0.51
33 H 4.9326 -0.1701 2.5473  0.28
34 H 4.1390 -3.3495 -0.0088  0.37
35 H 3.8564 -2.2088 1.3437  0.25
36 H 2.0450 -0.7655 1.0875  0.13
37 H -0.4719 -2.7596 -0.7275  0.52
38 H -2.7133 -1.9375 -1.1190  0.30
39 H -4.0849 -0.7045 -2.0690  0.48
40 H -5.2473 0.5881 -1.7294  0.39
41 H -6.2693 -1.5782 -1.0945  0.36
42 H -4.8854 -1.9264 -0.0155  0.33
43 H -5.8864 0.7650 2.1401  0.38
44 H -4.6380 -0.4979 1.9189  0.30
45 H -3.6983 1.7035 1.3152  0.32
46 H -5.0143 1.9793 0.1527  0.33
47 H -1.6999 1.7305 0.8621  0.39
48 H 0.5301 0.8701 1.2795  0.28
49 H 2.6076 -0.2785 -2.0674  0.45

Calculated values
* energy relative to the best compared isomer or geometry (same formula, charge and spin): 223.3 kJ/mol
* DFT total energy: -30252.063 eV
* LUMO: 0.728 eV
* SMILES: Cc1ccc(C)c(OCC(=O)Nc2ccc(N3CCOCC3)cc2)c1
* orbital gap: 0.2986 Eh
* highest occupied orbital energy: -0.272 Ha
* 2S+1: 1